(1)
# C2H6N2O2S

One molecule with the formula C2H6N2O2S in a non-equilibrium geometry (ωB97M-V with the def2-TZVPD basis set, the Open Molecules 2025 dataset).

Summary:
Max |F|: 5.007 eV/A
Relative energy (zero: lowest compared OMol25 entry of this formula, charge and spin): 260.7 kJ/mol
E_HOMO: -0.340 Ha
Energy: -20079.3842 eV
Molecular weight: 122.15 g mol⁻¹
2S+1: 1

```
13
Properties=species:S:1:pos:R:3:mulliken_charge:R:1
C -0.311 0.357 0.600 0.451
C 0.844 -1.609 -0.647 -0.739
N -1.116 0.891 1.361 -0.632
N 0.076 -1.166 0.540 -0.360
O -0.197 2.771 -0.236 -0.518
O -0.659 0.856 -1.907 -0.486
S 0.306 1.379 -0.962 0.443
H 1.272 -0.702 -1.085 0.240
H 0.047 -1.916 -1.366 0.268
H 1.596 -2.323 -0.421 0.371
H -1.607 0.245 2.058 0.291
H -0.750 2.676 0.638 0.396
H 0.498 -1.458 1.427 0.274
```



(2)
# C5H10O

One molecule with the formula C5H10O in a non-equilibrium geometry (ωB97M-V with the def2-TZVPD basis set, the Open Molecules 2025 dataset).

Summary:
Max |F|: 1.110 eV/A
Relative energy (zero: lowest compared OMol25 entry of this formula, charge and spin): 172.1 kJ/mol
E_HOMO: -0.345 Ha
SMILES: CC[C@@H](C)C=O
Energy: -7392.9814 eV
Molecular weight: 86.13 g mol⁻¹
2S+1: 1

```
16
Properties=species:S:1:pos:R:3:mulliken_charge:R:1
C -0.260 -1.234 -1.759 -1.157
C -0.415 -1.124 -0.207 -0.494
C -0.428 0.353 0.344 0.199
C 0.152 0.972 1.862 -1.136
C 0.693 1.128 -0.201 -0.281
O 1.795 0.659 -0.384 -0.548
H 0.660 -0.753 -2.105 0.340
H -0.190 -2.291 -2.058 0.350
H -1.099 -0.819 -2.335 0.292
H -1.331 -1.671 0.055 0.357
H 0.434 -1.658 0.220 0.273
H -1.414 0.797 0.123 0.321
H 0.540 0.182 2.503 0.346
H 1.020 1.677 1.805 0.353
H -0.611 1.573 2.363 0.328
H 0.452 2.209 -0.230 0.458
```



(3)
# C2H5NOS

A 2-piece molecular cluster, C2H5NOS overall in a non-equilibrium geometry (ωB97M-V with the def2-TZVPD basis set, the Open Molecules 2025 dataset).

Summary:
Max |F|: 7.695 eV/A
Relative energy (zero: lowest compared OMol25 entry of this formula, charge and spin): 675.7 kJ/mol
E_HOMO (spin up / spin down): -0.345 / -0.345 Ha
Energy: -16521.3781 eV
Molecular weight: 91.13 g mol⁻¹
2S+1: 1

```
10
Properties=species:S:1:pos:R:3:mulliken_charge:R:1
C 1.221 0.205 0.825 -0.248
C -1.122 -0.089 -1.101 -0.739
N -0.298 0.951 -0.891 -0.431
O 1.874 -1.594 2.567 -0.516
S 0.808 -1.191 1.601 0.333
H 2.044 0.900 0.805 0.344
H -1.852 0.265 -1.884 0.289
H -0.546 -0.807 -1.486 0.347
H -1.512 -0.380 -0.226 0.352
H -0.618 1.740 -0.210 0.268
```



(4)
# C26H40BF4N4O18S

A 5-piece molecular cluster, C26H40BF4N4O18S overall in a non-equilibrium geometry (ωB97M-V with the def2-TZVPD basis set, the Open Molecules 2025 dataset).

Summary:
Max |F|: 2.129 eV/A
E_HOMO: -0.424 Ha
Energy: -92803.2474 eV
Molecular weight: 815.49 g mol⁻¹
2S+1: 1
Total charge: +1

```
94
Properties=species:S:1:pos:R:3:mulliken_charge:R:1
C -2.012 2.375 3.313 -1.271
C -2.143 1.119 3.044 -0.347
C -1.250 0.339 2.129 1.025
O -1.603 0.254 0.767 -0.070
B -1.812 1.490 0.128 0.759
O -0.764 1.969 -0.671 -0.538
O -2.930 2.212 0.235 -0.547
N 0.169 0.758 2.092 0.235
C 1.113 -0.105 2.271 0.140
C 2.559 0.241 2.188 -0.829
C 2.889 0.423 0.675 -0.432
C 2.780 -0.860 -0.137 -0.168
C 2.572 -0.597 -1.646 -0.835
N 3.821 -0.758 -2.421 -0.302
C 3.651 -1.505 -3.613 0.237
N 3.619 -1.007 -4.760 -0.650
N 3.561 -2.907 -3.519 -0.397
S 0.514 -1.681 2.604 -0.083
C -1.253 -1.116 2.672 -0.723
C -1.991 -2.229 1.872 -1.110
O -3.306 -1.955 1.473 -0.167
C -4.242 -1.994 2.547 -0.351
O -5.485 -1.695 2.052 -0.434
C -5.643 -0.333 1.664 -0.240
C -5.443 -0.094 0.189 -0.048
O -6.288 -0.923 -0.606 -0.564
H -1.157 2.973 3.022 0.265
H -2.811 2.892 3.818 0.340
H -2.933 0.596 3.554 0.275
H -0.686 1.338 -1.404 0.237
H -2.858 2.918 -0.433 0.297
H 0.509 1.700 1.916 0.405
H 3.088 -0.618 2.591 0.164
H 2.776 1.155 2.734 0.401
H 2.109 1.093 0.292 0.170
H 3.829 0.948 0.526 0.540
H 1.942 -1.487 0.172 0.130
H 3.660 -1.490 -0.036 0.318
H 1.860 -1.326 -2.033 0.364
H 2.115 0.385 -1.806 0.365
H 4.142 0.170 -2.667 0.300
H 3.700 0.008 -4.719 0.223
H 4.046 -3.213 -2.681 0.260
H 2.598 -3.215 -3.544 0.246
H -1.459 -1.269 3.727 0.758
H -1.427 -2.379 0.953 0.458
H -1.961 -3.190 2.400 0.494
H -4.298 -3.028 2.903 0.329
H -3.959 -1.343 3.387 0.380
H -6.648 -0.014 1.939 0.397
H -4.951 0.288 2.238 0.034
H -5.630 0.952 -0.074 0.314
H -4.407 -0.292 -0.090 0.021
H -5.769 -1.201 -1.366 0.338
C 5.447 -5.815 -4.308 -0.411
C 6.317 -5.091 -3.322 0.425
O 7.446 -5.933 -3.225 -0.335
C 7.557 -6.578 -4.433 0.559
O 8.521 -7.153 -4.799 -0.464
O 6.407 -6.454 -5.151 -0.324
F 5.716 -5.010 -2.100 -0.296
H 4.822 -6.573 -3.833 0.288
H 4.812 -5.141 -4.879 0.263
H 6.627 -4.095 -3.643 0.288
C -4.220 3.993 -4.950 -0.450
C -4.228 2.615 -4.340 0.250
O -3.265 2.739 -3.298 -0.251
C -3.280 4.043 -2.913 0.567
O -2.798 4.446 -1.899 -0.506
O -3.911 4.815 -3.815 -0.319
F -3.810 1.675 -5.215 -0.281
H -3.440 4.106 -5.703 0.286
H -5.176 4.269 -5.385 0.287
H -5.186 2.312 -3.914 0.329
C 2.484 -5.166 5.001 -0.405
C 2.139 -4.365 6.231 0.334
O 2.993 -3.237 6.111 -0.299
C 3.205 -3.048 4.784 0.646
O 3.651 -2.054 4.310 -0.523
O 2.836 -4.136 4.067 -0.296
F 2.443 -5.032 7.363 -0.278
H 3.342 -5.819 5.163 0.299
H 1.651 -5.761 4.634 0.265
H 1.100 -4.030 6.278 0.238
C -1.797 7.170 -0.650 -0.118
C -2.059 7.977 0.594 0.350
O -1.218 9.100 0.421 -0.310
C -1.092 9.290 -0.930 0.579
O -0.681 10.276 -1.433 -0.481
O -1.510 8.188 -1.611 -0.316
F -1.676 7.306 1.713 -0.282
H -0.929 6.516 -0.544 0.165
H -2.650 6.574 -0.954 0.119
H -3.092 8.310 0.710 0.295
```



(5)
# CH3N4Si

An isolated ion of composition CH3N4Si and charge -1 in a non-equilibrium geometry (ωB97M-V with the def2-TZVPD basis set, the Open Molecules 2025 dataset).

Summary:
Max |F|: 2.638 eV/A
Relative energy (zero: lowest compared OMol25 entry of this formula, charge and spin): 130.1 kJ/mol
E_HOMO: -0.163 Ha
Energy: -14922.3553 eV
Molecular weight: 99.15 g mol⁻¹
2S+1: 1
Total charge: -1

```
9
Properties=species:S:1:pos:R:3:mulliken_charge:R:1
C -0.192 1.218 -0.173 0.291
N -1.485 -1.003 0.153 0.847
N -0.388 -1.299 0.414 -0.753
N -1.015 2.025 -0.141 -0.486
N -2.566 -0.697 0.004 -0.625
Si 1.050 -0.062 -0.043 0.282
H 1.440 -0.680 1.147 -0.166
H 2.096 1.081 0.039 -0.251
H 1.061 -0.584 -1.400 -0.141
```



(6)
# C5H6O

One molecule with the formula C5H6O in a non-equilibrium geometry (ωB97M-V with the def2-TZVPD basis set, the Open Molecules 2025 dataset).

Summary:
Max |F|: 5.362 eV/A
Relative energy (zero: lowest compared OMol25 entry of this formula, charge and spin): 352.5 kJ/mol
E_HOMO: -0.357 Ha
SMILES: C#C[C@@H](O)C=C
Energy: -7325.6311 eV
Molecular weight: 82.10 g mol⁻¹
2S+1: 1

```
12
Properties=species:S:1:pos:R:3:mulliken_charge:R:1
C 0.373 0.627 0.217 0.026
C -0.977 0.111 -0.556 -0.171
C -1.819 -0.800 0.161 -0.627
C 1.502 -0.316 0.102 -0.710
C 2.445 -0.994 -0.125 0.238
H -0.069 2.477 0.293 0.347
H 0.113 0.722 1.342 0.214
H -1.028 0.241 -1.632 0.336
H -1.747 -1.011 1.266 0.250
H -2.654 -1.238 -0.426 0.248
H 3.172 -1.777 -0.516 0.370
O 0.690 1.956 -0.127 -0.521
```



(7)
# CHCaCsO

CHCaCsO as an isolated structure in a non-equilibrium geometry (ωB97M-V with the def2-TZVPD basis set, the Open Molecules 2025 dataset).

Summary:
Max |F|: 2.190 eV/A
E_HOMO: -0.179 Ha
Energy: -22081.3696 eV
Molecular weight: 202.00 g mol⁻¹
2S+1: 1

```
5
Properties=species:S:1:pos:R:3:mulliken_charge:R:1
H 0.309 -0.342 0.152 -0.150
O 1.901 1.792 0.823 -0.241
C 1.686 0.673 0.862 -0.212
Ca -1.252 -2.388 -0.476 -0.022
Cs -2.643 0.266 -1.361 0.625
```